Below is a molecular structure, C18H41MnO2P3, with properties calculated with ωB97M-V/def2-TZVPD.

```
! RIJCOSX wB97M-V def2-TZVPD def2/J DEFGRID3
* xyz 3 5
Mn 1.10875 -3.93228 0.48487
P 0.95342 -0.25330 -1.87017
P 1.13016 0.65890 0.33908
P -3.94766 1.84465 -0.62202
H -0.75243 -5.46019 1.69537
C -0.83338 -4.55124 1.06916
C -0.66028 -4.65105 -0.35151
H -0.28260 -5.56803 -0.85029
C 1.72712 -1.80864 -2.42010
C 1.72919 1.08012 -2.83858
C -0.71739 -0.36149 -2.55223
C 0.53970 0.32733 2.03982
C 2.95038 0.63368 0.49926
C 0.72202 2.42549 0.07472
C -5.77265 1.83409 -0.43077
C -3.78339 3.29088 -1.74234
C -3.54251 2.61807 0.99639
H -1.35696 -3.71848 1.56081
H -0.97541 -3.84147 -1.02045
H 0.98553 -2.62626 -2.39008
H 2.59087 -2.06966 -1.78432
H 2.07513 -1.69372 -3.46233
H 2.72260 1.33843 -2.45247
H 1.08253 1.96568 -2.82451
H 1.82959 0.72773 -3.87152
H -1.28732 -1.11300 -1.98725
H -0.66257 -0.66374 -3.61182
H -1.24022 0.60436 -2.49145
H 0.85076 1.13573 2.73194
H 0.96098 -0.62014 2.41240
H -0.55657 0.24530 2.07025
H 3.27574 1.41937 1.19469
H 3.43363 0.79916 -0.47109
H 3.26942 -0.34294 0.88812
H 0.95239 3.00885 0.97849
H -0.35038 2.53884 -0.14546
H 1.29042 2.84111 -0.76745
H -6.13813 2.85166 -0.66497
H -6.02502 1.55395 0.60292
H -6.20112 1.09840 -1.13389
H -4.74324 3.49699 -2.24835
H -3.01753 2.99426 -2.49129
H -3.44380 4.16935 -1.17238
H -4.47193 3.03186 1.42062
H -2.80049 3.40795 0.83539
H -3.13165 1.85081 1.67525
C -3.76279 -1.63259 0.27447
C -3.26625 -1.55012 1.58780
C -4.05759 -2.05056 2.61790
C -5.29890 -2.62954 2.31999
C -5.80963 -2.65889 1.01458
C -5.03689 -2.14584 -0.02822
O -2.94623 -1.23253 -0.78564
H -3.20170 -0.34373 -1.07547
H -2.25586 -1.16131 1.75527
H -3.70553 -1.94937 3.65100
H -5.89002 -3.03335 3.14000
H -6.81011 -3.05445 0.81164
H -5.37561 -2.20082 -1.06914
C 4.01621 -3.19279 0.23772
O 2.87899 -3.27990 1.12241
H 3.71729 -3.66523 -0.70726
H 4.25976 -2.13223 0.08183
H 4.85210 -3.72179 0.71086
H 3.11440 -3.20698 2.06461
*
```

Output
LUMO level (spin up / spin down)   -11.059 / -11.061 eV
HOMO energy (spin up / spin down)   -0.5668 / -0.5668 hartree
Gap between HOMO and LUMO (spin up / spin down)   4.4 / 4.4 eV

Below is a single C2H4N4O2 molecule, with properties calculated with ωB97M-V/def2-TZVPD.

```
! RIJCOSX wB97M-V def2-TZVPD def2/J DEFGRID3
* xyz 0 1
C 1.58391 0.15974 -0.00016
C -0.31783 -1.22559 -0.04253
N 1.04774 -1.16099 -0.04312
N 0.42218 0.96815 0.05964
N -0.69386 0.18038 -0.23697
N -1.88884 0.62381 0.20552
O 2.76627 0.46933 0.06923
O -1.04553 -2.15141 -0.02599
H 1.72456 -1.86849 -0.25089
H 0.55245 1.79143 -0.65223
H -2.15229 1.46378 -0.25830
H -1.99877 0.74986 1.17582
*
```

Output
LUMO level   0.572 eV
HOMO energy   -0.3513 hartree
Gap between HOMO and LUMO   10.1 eV
SMILES   Nn1[nH]c(=O)[nH]c1=O

Below is 5 unconnected molecules or ions with the total composition CH11NO5, with properties calculated with ωB97M-V/def2-TZVPD.

```
! RIJCOSX wB97M-V def2-TZVPD def2/J DEFGRID3
* xyz 0 1
C -0.25285 -1.22910 1.24957
N 0.77965 -1.03042 2.12758
O -0.02444 -1.99185 0.32168
H -1.21588 -0.72800 1.33062
H 0.80918 -0.56187 3.01210
H 1.54281 -1.64689 1.85514
H -0.18649 2.21879 2.54255
H -0.97572 1.54030 1.39244
O -0.29598 1.39270 2.06224
H -0.25601 0.91816 -0.49538
H -0.37503 1.55574 -1.85612
O -0.86972 1.43010 -1.03323
H -1.38790 -0.20268 -2.29275
H -1.08586 -1.66752 -2.35232
O -1.49155 -0.96080 -2.88644
H 1.91630 1.27950 -0.42391
H 2.86085 1.33071 -1.69967
O 1.97432 1.48438 -1.36177
*
```

Output
LUMO level   0.263 eV
HOMO energy   -0.3758 hartree
Gap between HOMO and LUMO   10.5 eV
SMILES   NC=O.O.O.O.O

Below is 2 unconnected molecules or ions with the total composition C4H12, with properties calculated with ωB97M-V/def2-TZVPD.

```
! RIJCOSX wB97M-V def2-TZVPD def2/J DEFGRID3
* xyz 1 2
C -0.45151 2.64292 1.50265
C 0.57172 1.56495 1.12325
H -1.42042 2.44813 1.28001
H -0.31886 2.80595 2.56268
H -0.48353 3.48792 0.93669
H 1.65103 1.75676 1.39851
H 0.58771 1.52785 -0.03018
H 0.28107 0.56471 1.23312
C -0.79535 -1.94986 -1.44289
C 0.65319 -2.27356 -1.12574
H -0.99502 -1.87916 -2.44764
H -1.47766 -2.52091 -0.96960
H -0.82585 -0.93516 -0.98187
H 0.91614 -3.09210 -1.81763
H 1.44032 -1.52871 -1.33628
H 0.77675 -2.54203 -0.17144
*
```

Output
LUMO level (spin up / spin down)   -3.042 / -11.567 eV
HOMO energy (spin up / spin down)   -0.5980 / -0.5432 hartree
Gap between HOMO and LUMO (spin up / spin down)   13.2 / 3.2 eV